# 1
ORCA calculation (the ωB97M-V functional and the def2-TZVPD basis) on a cluster of 5 separate species, C3H18NO4 in total in a non-equilibrium geometry.

Cartesian coordinates (Å):
C -0.32 0.17 2.92
C -0.56 0.07 1.44
N 0.62 0.46 0.48
C 1.30 -0.66 -0.33
H 0.75 -0.19 3.16
H -0.35 1.22 3.35
H -0.92 -0.51 3.47
H -0.93 -0.85 1.06
H -1.40 0.81 1.27
H 1.34 0.95 1.02
H 0.48 1.28 -0.13
H 0.82 -0.69 -1.36
H 1.22 -1.71 0.03
H 2.44 -0.44 -0.10
H -1.62 -2.33 -0.77
H -1.82 -1.49 -2.13
O -1.44 -1.72 -1.40
H -1.27 3.63 -0.94
H -1.16 2.37 -1.62
O -0.70 2.86 -1.10
H -1.08 -4.28 -1.47
H 0.12 -3.57 -2.28
O -0.85 -3.79 -2.28
H 2.26 3.20 1.52
H 2.09 2.97 0.06
O 2.01 2.52 0.82

Calculated values
- Relative energy (zero: lowest compared OMol25 entry of this formula, charge and spin): 428.45 kJ/mol
- Electronic energy: -13073.9987 eV
- HOMO-LUMO gap: 10.358 eV
- Lowest unoccupied orbital energy: -2.77 eV
- Charge: +1

Mulliken atomic charge list, values in e, 8 entries: number 1, C, carries -1.1857; number 2, C, carries -0.0779; number 3, N, carries -0.0514; number 4, C, carries -0.7100; number 5, H, carries 0.2969; number 6, H, carries 0.3022; number 7, H, carries 0.4123; number 8, H, carries 0.2024

---

# 2
ORCA calculation (the ωB97M-V functional and the def2-TZVPD basis) on a structure of composition C36H57MoN11O6PSe.

Cartesian coordinates (Å):
Mo 1.12 0.34 0.29
N -0.50 1.03 1.52
C 0.05 1.57 2.77
C 1.33 2.33 2.43
O 1.69 3.32 3.02
N 2.00 1.77 1.35
C 2.93 2.62 0.63
C 2.44 2.72 -0.81
O 2.91 3.48 -1.63
O 1.45 1.89 -1.06
H -1.03 1.71 0.96
H -1.09 0.18 1.63
H 0.30 0.74 3.43
H -0.63 2.24 3.29
H 3.95 2.21 0.62
H 2.99 3.61 1.08
N -1.30 2.44 -1.12
C -1.70 1.53 -2.18
C -1.72 2.16 -3.59
C -0.40 2.74 -4.11
C 0.68 1.71 -4.44
N 0.18 0.59 -5.24
C 0.03 0.58 -6.55
N -0.62 -0.43 -7.14
N 0.52 1.57 -7.31
C -0.94 0.19 -2.16
O -1.11 -0.58 -3.10
O -0.17 -0.13 -1.17
H -1.90 3.26 -1.14
H -0.35 2.75 -1.28
H -2.73 1.21 -1.97
H -2.45 2.97 -3.55
H -2.12 1.43 -4.29
H 0.03 3.43 -3.38
H -0.62 3.34 -5.00
H 1.09 1.29 -3.53
H 1.53 2.17 -4.94
H -0.35 -0.10 -4.69
H -0.99 -1.18 -6.58
H -0.68 -0.51 -8.13
H 1.06 2.31 -6.90
H 0.49 1.51 -8.31
N 1.34 -1.17 1.65
C 1.93 -2.09 2.10
N 2.47 -3.06 2.67
C 3.50 -3.70 2.10
N 4.41 -4.26 1.66
Se 2.24 -1.46 -2.46
N 2.67 -0.73 -0.87
C 3.91 -1.08 -0.57
C 4.60 -0.73 0.63
C 5.86 -1.22 0.79
C 6.50 -2.04 -0.20
C 5.89 -2.37 -1.35
C 4.55 -1.90 -1.57
N 3.83 -2.18 -2.64
H 4.12 -0.12 1.38
H 6.40 -0.99 1.70
H 7.50 -2.40 0.01
H 6.35 -2.99 -2.10
O -1.83 -1.24 1.30
P -3.06 -1.75 2.01
C -2.67 -2.16 3.73
C -3.84 -2.78 4.55
C -3.38 -4.00 5.35
C -2.14 -3.71 6.18
C -1.00 -3.08 5.34
C -1.38 -2.97 3.86
C -4.32 -0.42 2.10
C -4.29 0.50 0.87
C -5.02 1.81 1.20
C -6.26 1.58 2.08
C -6.79 0.16 1.90
C -5.77 -0.86 2.43
C -3.72 -3.23 1.16
C -2.56 -4.22 0.90
C -2.78 -5.00 -0.39
C -2.75 -4.06 -1.61
C -3.41 -2.70 -1.29
C -4.43 -2.86 -0.16
H -2.44 -1.16 4.15
H -4.67 -3.06 3.90
H -4.24 -2.03 5.24
H -3.19 -4.83 4.66
H -4.20 -4.33 5.99
H -1.79 -4.64 6.64
H -2.41 -3.04 7.00
H -0.08 -3.65 5.44
H -0.78 -2.08 5.71
H -1.50 -3.96 3.44
H -0.58 -2.48 3.29
H -3.95 0.18 2.94
H -4.76 0.01 0.02
H -3.26 0.70 0.57
H -5.31 2.30 0.26
H -4.33 2.50 1.70
H -7.03 2.31 1.85
H -6.00 1.72 3.14
H -6.99 -0.02 0.84
H -7.73 0.02 2.42
H -5.99 -1.85 2.01
H -5.87 -0.95 3.51
H -4.45 -3.69 1.83
H -2.47 -4.91 1.74
H -1.61 -3.67 0.83
H -3.74 -5.52 -0.34
H -2.01 -5.77 -0.50
H -3.26 -4.54 -2.44
H -1.72 -3.89 -1.92
H -3.89 -2.30 -2.18
H -2.66 -1.98 -0.98
H -5.13 -3.66 -0.41
H -5.04 -1.96 -0.05

Calculated values
- Relative energy (zero: lowest compared OMol25 entry of this formula, charge and spin): 94.71 kJ/mol
- Electronic energy: -143424.4778 eV
- HOMO-LUMO gap (alpha / beta): 7.197 / 7.662 eV
- ⟨S²⟩: 2.016
- Lowest unoccupied orbital energy (alpha / beta): -3.49 / -3.56 eV
- Charge: +1
- 2S+1: 3

Mulliken atomic charge list, values in e, 8 entries: number 1, Mo, carries -0.2697; number 2, N, carries 0.3757; number 3, C, carries -0.1390; number 4, C, carries 0.1610; number 5, O, carries -0.6385; number 6, N, carries 0.1909; number 7, C, carries -1.0186; number 8, C, carries 0.5260

---

# 3
ORCA calculation (the ωB97M-V functional and the def2-TZVPD basis) on a structure of composition C32H41AlNO2P2 in a non-equilibrium geometry.

Cartesian coordinates (Å):
C -2.60 2.08 -3.34
C -2.33 0.77 -2.87
C -0.97 0.24 -3.00
C 0.04 1.25 -2.81
C -0.20 2.57 -3.30
C -1.52 2.92 -3.63
C 1.19 0.80 -2.04
C 1.65 -0.50 -2.52
C 0.59 -1.45 -2.74
C 0.96 -2.81 -2.36
C 2.29 -3.24 -2.53
C 3.28 -2.27 -2.79
C 2.99 -0.89 -2.72
H -3.66 2.39 -3.50
H 0.61 3.28 -3.47
H -1.73 3.88 -4.11
H 1.97 1.58 -1.65
H 2.52 -4.32 -2.49
H 4.28 -2.62 -3.04
H 3.80 -0.17 -2.86
N -0.67 -1.10 -3.19
Al -0.64 -0.59 0.42
C -3.34 -0.05 -2.09
H -3.34 -1.09 -2.48
H -4.35 0.38 -2.14
C -0.10 -3.66 -1.70
H -1.01 -3.65 -2.32
H 0.24 -4.70 -1.55
P -2.95 -0.21 -0.28
P -0.62 -3.04 -0.03
C 0.55 -3.90 1.07
H 0.31 -3.70 2.12
H 0.47 -4.98 0.89
H 1.57 -3.57 0.87
C -2.14 -4.02 0.25
H -1.86 -5.08 0.32
H -2.65 -3.72 1.17
H -2.83 -3.89 -0.60
C -3.41 1.43 0.35
H -4.38 1.71 -0.09
H -3.50 1.42 1.44
H -2.66 2.18 0.06
C -4.34 -1.23 0.32
H -4.27 -1.42 1.40
H -5.28 -0.70 0.12
H -4.36 -2.20 -0.19
C -1.45 -1.15 2.11
O -1.89 -1.41 3.13
H 0.45 0.30 -0.83
C -0.86 4.17 1.15
C 0.27 3.38 0.51
C 1.08 4.27 -0.42
C 1.19 2.75 1.57
C 1.96 3.47 2.49
C 2.71 2.78 3.44
C 2.71 1.38 3.50
C 1.95 0.63 2.61
C 1.95 -0.91 2.59
C 3.25 -1.43 1.97
C 1.76 -1.49 3.98
C 1.16 1.36 1.69
O 0.26 0.73 0.98
H -0.42 4.97 1.77
H -1.48 3.52 1.77
H -1.49 4.63 0.38
H -0.18 2.58 -0.10
H 1.49 5.11 0.15
H 1.91 3.71 -0.87
H 0.45 4.65 -1.23
H 1.96 4.57 2.44
H 3.31 3.33 4.15
H 3.33 0.86 4.24
H 1.10 -1.26 1.96
H 4.10 -1.02 2.53
H 3.30 -2.53 2.02
H 3.34 -1.13 0.91
H 0.77 -1.22 4.39
H 1.82 -2.59 3.97
H 2.55 -1.11 4.64

Calculated values
- Electronic energy: -64601.6274 eV
- HOMO-LUMO gap (alpha / beta): 4.675 / 4.674 eV
- Lowest unoccupied orbital energy (alpha / beta): -4.41 / -4.41 eV
- Charge: +1

Mulliken atomic charge list, values in e, 8 entries: number 1, C, carries -0.6090; number 2, C, carries -0.0627; number 3, C, carries 0.4637; number 4, C, carries 0.1438; number 5, C, carries -0.6745; number 6, C, carries -0.8146; number 7, C, carries 0.9300; number 8, C, carries 0.4831

---

# 4
ORCA calculation (the ωB97M-V functional and the def2-TZVPD basis) on the molecule C4H5NOS in a non-equilibrium geometry.

Cartesian coordinates (Å):
O -2.21 -1.00 -0.66
C -1.69 -0.73 0.40
C -0.56 0.21 0.55
N -0.31 1.13 -0.57
C 0.55 -0.03 -0.44
C 1.94 0.31 0.00
S 3.24 -0.69 -0.17
H -2.09 -1.16 1.38
H -0.29 0.65 1.48
H -0.94 0.83 -1.31
H 0.31 -0.82 -1.18
H 2.04 1.30 0.53

Calculated values
- Relative energy (zero: lowest compared OMol25 entry of this formula, charge and spin): 224.52 kJ/mol
- Electronic energy: -18599.5919 eV
- SMILES: O=C[C@@H]1N[C@H]1C=S
- HOMO-LUMO gap: 8.328 eV
- Lowest unoccupied orbital energy: -0.76 eV
- Charge: 0

Mulliken atomic charge list, values in e, 8 entries: number 1, O, carries -0.4899; number 2, C, carries -0.0762; number 3, C, carries 0.0140; number 4, N, carries -0.6218; number 5, C, carries 0.1483; number 6, C, carries -0.4873; number 7, S, carries -0.2090; number 8, H, carries 0.2971

---

# 5
ORCA calculation (the ωB97M-V functional and the def2-TZVPD basis) on a cluster of 2 separate species, C8H22N4O in total in a non-equilibrium geometry.

Cartesian coordinates (Å):
C -8.13 2.63 -0.63
C 13.02 0.99 2.02
C -7.57 -0.91 -1.00
C -10.58 -2.17 1.09
C 12.88 -0.60 -2.07
C 12.58 1.75 0.76
C -7.49 0.57 -0.50
C -9.08 -2.22 0.82
N 12.69 1.19 -0.54
N -8.35 1.46 -1.06
N 12.90 -0.01 -0.70
N -8.91 -1.56 -0.60
O -7.21 3.00 0.29
H -8.81 3.38 -0.96
H 14.03 0.50 2.13
H 12.89 1.60 2.81
H 12.35 0.14 2.20
H -9.07 -2.32 -1.16
H -7.44 -1.01 -2.04
H -6.71 -1.57 -0.54
H -11.15 -2.76 0.45
H -10.75 -2.72 2.06
H -10.90 -1.13 1.14
H 13.08 0.22 -2.83
H 13.83 -1.17 -2.29
H 12.00 -1.16 -2.37
H 11.58 2.33 0.88
H 13.27 2.54 0.46
H -7.58 0.51 0.56
H -6.51 1.01 -0.54
H -8.39 -3.15 0.72
H -8.62 -1.65 1.66
H 13.14 -0.72 0.03
H -9.66 -0.89 -0.77
H -7.35 3.89 0.51

Calculated values
- Electronic energy: -16642.8429 eV
- HOMO-LUMO gap: 8.062 eV
- Lowest unoccupied orbital energy: -6.30 eV
- Charge: +2

Mulliken atomic charge list, values in e, 8 entries: number 1, C, carries 0.0126; number 2, C, carries -1.2618; number 3, C, carries -0.7472; number 4, C, carries -1.2773; number 5, C, carries -0.7713; number 6, C, carries -0.0774; number 7, C, carries -0.5456; number 8, C, carries -0.3329

---

# 6
ORCA calculation (the ωB97M-V functional and the def2-TZVPD basis) on a cluster of 2 separate species, C4H8N3 in total in a non-equilibrium geometry.

Cartesian coordinates (Å):
C 4.89 -0.44 -0.41
C 3.61 -0.58 -0.52
C -1.40 0.20 0.01
C -1.56 0.50 1.44
N -0.35 -0.36 -0.53
N -2.55 0.45 -0.72
N 2.42 -0.48 -0.48
H 5.86 -0.74 -0.70
H -1.66 1.62 1.51
H -0.64 0.18 1.94
H -2.37 -0.06 1.87
H -3.49 0.63 -0.29
H -2.83 -0.16 -1.52
H -0.44 -0.52 -1.54
H 0.52 -0.23 -0.06

Calculated values
- Relative energy (zero: lowest compared OMol25 entry of this formula, charge and spin): 508.19 kJ/mol
- Electronic energy: -8737.5148 eV
- HOMO-LUMO gap (alpha / beta): 7.783 / 7.779 eV
- Lowest unoccupied orbital energy (alpha / beta): -5.28 / -5.29 eV
- Charge: +1

Mulliken atomic charge list, values in e, 8 entries: number 1, C, carries -0.7513; number 2, C, carries 0.6632; number 3, C, carries 0.7804; number 4, C, carries -1.1005; number 5, N, carries -0.2443; number 6, N, carries -0.5030; number 7, N, carries -0.4196; number 8, H, carries 0.3683